# 1
A structure of composition C5H6LiNiO4, computed with ωB97M-V with the def2-TZVPD basis set.

Last column: Löwdin charge in e.
Geometry (Å):
O1 2.83227 1.23542 1.46923  -0.0580
C1 2.23508 0.77967 0.46276  -0.7908
O2 2.40939 1.21897 -0.69987  -0.0736
O3 1.47543 -0.31245 0.67435  0.0094
C2 0.73688 -0.86020 -0.41560  -0.1480
Li1 3.63211 2.48545 0.18878  0.8466
H1 0.64228 -1.93510 -0.21452  0.1342
H2 1.39470 -0.87469 -1.29312  0.1176
C3 -0.64160 -0.00670 -1.08562  -0.0356
C4 -1.14041 -0.35063 0.20823  -0.2317
H3 -0.74540 -0.49549 -2.05948  0.1324
H4 -0.74167 1.06424 -1.30676  0.1337
Ni1 -2.71861 -2.04675 0.15476  0.8886
O4 -3.33411 -0.61117 1.17836  -0.1164
C5 -2.30108 0.16991 0.81513  -0.2195
H5 -2.62711 1.15247 0.43150  0.1569
H6 -1.10816 -0.61297 1.49185  0.2541

Atomic forces in eV per Å
O -0.490 0.046 -0.364
C 1.830 0.770 0.114
O -0.439 0.206 -0.235
O -2.112 -0.817 -0.126
C 4.055 1.279 -3.209
Li -0.326 -0.514 0.139
H -1.151 0.596 0.278
H 0.247 0.231 0.217
C 3.560 -0.832 2.076
C -7.549 -2.174 3.996
H -0.734 -0.806 0.776
H 1.008 0.020 0.355
Ni 0.653 0.287 0.165
O 2.540 1.205 0.500
C -3.781 0.692 -3.847
H 0.007 0.519 1.354
H 2.684 -0.708 -2.189

Results
- Net charge: +1
- Gap between HOMO and LUMO (alpha / beta): 7.3 / 6.7 eV
- Expectation value of S²: 2.02
- DFT total energy: -2010.44453 Ha
- 2S+1: 3
- E_HOMO (alpha / beta): -12.85 / -12.85 eV
- Largest force on an atom: 8.81 eV Å⁻¹

***

# 2
An isolated molecule of C4H10N2, computed with ωB97M-V with the def2-TZVPD basis set.

Last column: Löwdin charge in e.
Geometry (Å):
C1 0.22620 -0.67323 -1.41044  -0.2819
C2 0.76125 0.44331 -0.53668  -0.2528
C3 -0.10413 0.91504 0.69183  -0.3383
C4 0.33673 -0.44272 2.48072  -0.0442
N1 -0.42797 -0.26772 1.40913  -0.0442
N2 -0.91596 0.02346 -2.14129  -0.0288
H1 1.02638 -1.18059 -2.02624  0.1108
H2 -0.18873 -1.49332 -0.81550  0.0924
H3 0.82308 1.48249 -1.09680  0.1284
H4 1.79610 0.35405 0.01338  0.1211
H5 0.59098 1.76922 1.13666  0.1324
H6 -1.11798 1.37833 0.32788  0.1296
H7 0.06466 -1.28988 3.13460  0.0535
H8 1.42707 -0.24155 2.63134  0.0814
H9 -1.55276 -0.76653 -2.36676  0.0605
H10 -0.78157 0.24321 -3.16605  0.0801

Atomic forces in eV per Å
C 0.216 0.811 -0.775
C 1.835 3.366 1.219
C -0.048 1.517 -2.729
C -1.134 -2.563 -2.348
N 1.948 0.856 5.153
N -0.633 -2.415 -1.915
H -0.762 0.912 0.244
H -0.142 0.360 0.051
H 0.251 -2.312 0.345
H -1.579 -0.592 -1.580
H -1.689 -1.840 -0.108
H 1.974 -0.696 0.657
H -0.166 0.307 -0.312
H -1.000 1.431 -0.250
H -0.146 0.618 0.815
H 1.076 0.239 1.534

Results
- Gap between HOMO and LUMO: 10.2 eV
- DFT total energy: -267.81364 Ha
- E_HOMO: -9.38 eV
- Largest force on an atom: 5.58 eV Å⁻¹

***

# 3
An isolated molecule of C5H14N2, computed with ωB97M-V with the def2-TZVPD basis set.

Last column: Löwdin charge in e.
Geometry (Å):
N1 -0.71807 -0.63089 -2.49935  0.0019
C1 0.23831 -1.16911 -1.62840  -0.2713
C2 0.72971 -0.18003 -0.42767  -0.2128
N2 -0.07576 -0.34794 0.78116  -0.2160
C3 -0.11331 1.08734 1.40283  -0.2181
C4 -0.73751 2.28348 0.59012  -0.0861
C5 0.58790 -1.16331 1.79364  -0.1565
H1 -1.57751 -0.53334 -2.14567  0.0123
H2 -0.59232 -0.35700 -3.50447  0.1092
H3 -0.14120 -2.13967 -1.03658  0.1386
H4 1.15196 -1.49883 -2.04094  0.0740
H5 1.81570 -0.36270 -0.10304  0.1262
H6 0.65601 0.83876 -0.79367  0.0852
H7 0.91301 1.44114 1.42634  0.0889
H8 -0.53978 0.97072 2.39902  0.1007
H9 0.04774 2.88576 0.16359  0.0647
H10 -1.46802 2.77587 1.25531  0.0762
H11 -1.38891 1.94531 -0.13725  0.0312
H12 1.55573 -0.87717 2.41577  0.1154
H13 -0.07292 -1.40484 2.59450  0.0590
H14 0.96667 -1.98244 1.15128  0.0773

Atomic forces in eV per Å
N 3.010 0.258 -3.322
C 0.380 -0.972 3.955
C 0.660 -1.748 -0.553
N 0.159 3.977 1.483
C -0.142 -0.440 -1.235
C -0.356 -1.229 2.376
C 2.118 -0.796 -0.714
H -3.732 0.494 1.257
H 0.154 -0.677 2.051
H 0.449 1.919 -1.315
H 0.776 -0.265 -1.327
H -1.063 0.157 -0.931
H -0.039 0.025 -0.141
H 0.556 -0.504 0.908
H 0.069 0.211 -0.065
H -0.135 0.511 0.049
H 0.876 0.549 -0.093
H -1.043 -0.926 -2.028
H -1.375 0.717 -1.663
H -0.837 -0.752 0.170
H -0.487 -0.510 1.139

Results
- Gap between HOMO and LUMO: 9.5 eV
- DFT total energy: -308.31919 Ha
- E_HOMO: -8.32 eV
- Largest force on an atom: 4.49 eV Å⁻¹

***

# 4
A cluster of 2 separate species, C9H16N3 in total, computed with ωB97M-V with the def2-TZVPD basis set.

Last column: Löwdin charge in e.
Geometry (Å):
C1 1.85421 0.03411 -1.69935  -0.0044
C2 1.60800 0.00880 0.69347  -0.3167
C3 2.41258 -0.57521 -0.47353  -0.0834
C4 -2.46067 1.01125 0.44473  -0.1255
C5 -1.79583 2.21277 -0.14295  -0.0891
C6 -1.58787 0.85192 -0.76747  -0.2602
C7 -0.26067 0.19357 -0.64540  -0.3604
C8 2.31709 0.25394 1.97168  -0.0187
C9 -1.04633 -2.00124 -0.40676  0.0089
N1 0.56495 0.27930 -1.75604  0.1384
N2 0.37461 0.27438 0.56624  0.1520
N3 -1.57427 -2.07426 0.80521  0.1130
H1 2.48650 0.37080 -2.50429  0.1371
H2 2.27595 -1.66270 -0.46288  0.1292
H3 3.47965 -0.37275 -0.38522  0.1277
H4 -2.06991 0.65850 1.38632  0.0934
H5 -3.52693 0.89872 0.32561  0.1067
H6 -2.39193 2.92664 -0.68596  0.1047
H7 -0.97096 2.63949 0.40560  0.1058
H8 -2.07722 0.67221 -1.71824  0.1379
H9 1.60005 0.37401 2.78019  0.0883
H10 2.90216 1.17242 1.89965  0.0981
H11 3.00423 -0.56185 2.19348  0.0878
H12 -0.07930 -2.44794 -0.56628  0.0941
H13 -1.71562 -1.91946 -1.24452  0.1064
H14 -0.98088 -2.17676 1.61350  0.1251
H15 -2.51635 -1.74921 0.96421  0.1198
H16 0.17475 0.70851 -2.59098  0.1839

Atomic forces in eV per Å
C -0.383 0.303 -0.076
C 0.359 -0.018 -0.155
C -0.408 0.198 0.164
C -0.053 -0.039 0.036
C -0.061 0.058 -0.130
C 0.245 0.321 -0.134
C -1.035 -1.755 0.051
C 0.066 0.012 0.211
C 0.364 0.957 0.186
N 0.887 0.090 -0.043
N -0.049 0.201 0.443
N 0.042 -0.007 -0.291
H -0.113 -0.082 -0.262
H 0.050 -0.098 -0.073
H -0.057 -0.061 -0.033
H 0.091 0.013 0.056
H -0.093 0.024 -0.074
H -0.136 0.053 -0.038
H 0.101 -0.041 0.057
H -0.123 0.001 0.023
H 0.022 0.008 0.012
H 0.097 0.005 0.005
H 0.059 -0.013 0.093
H 0.066 -0.050 0.014
H -0.113 0.011 -0.106
H -0.057 -0.036 -0.001
H 0.105 -0.015 0.026
H 0.127 -0.040 0.040

Results
- Net charge: +1
- Gap between HOMO and LUMO (alpha / beta): 6.8 / 6.8 eV
- DFT total energy: -516.47591 Ha
- E_HOMO (alpha / beta): -10.82 / -10.82 eV
- Largest force on an atom: 2.04 eV Å⁻¹

***

# 5
A cluster of 2 separate species, C3H8ClNO3S in total, computed with ωB97M-V with the def2-TZVPD basis set.

Last column: Löwdin charge in e.
Geometry (Å):
C1 1.90883 0.28481 -1.09823  -0.0307
C2 1.17832 -0.93795 0.93371  -0.0006
C3 -1.03795 -0.91352 0.83093  -0.6801
N1 1.59448 0.24916 0.38463  -0.1072
O1 -0.68218 1.61300 0.37162  -0.3457
O2 -3.07666 0.86157 0.18109  -0.1559
O3 -1.38926 0.29008 -1.61330  -0.3248
S1 -1.52327 0.54233 -0.19004  0.5834
Cl1 -1.67923 -2.31639 -0.02458  0.5397
H1 2.05608 -0.67409 -1.48096  0.0673
H2 1.16649 0.85400 -1.57863  0.0519
H3 2.79460 0.87451 -1.20007  0.0725
H4 1.36285 -1.82503 0.35659  0.0911
H5 1.15097 -0.76126 2.02611  0.1082
H6 -1.49895 -0.73175 1.79508  0.0364
H7 1.01251 0.98643 0.63039  0.0356
H8 -3.33763 1.60410 -0.32434  0.0589

Atomic forces in eV per Å
C 0.072 1.479 2.816
C -2.034 3.439 0.435
C 0.487 0.871 -1.680
N 1.861 -3.319 -2.322
O -1.515 -0.473 -0.541
O 1.531 -1.841 0.820
O -0.557 0.309 1.344
S 1.984 -0.135 0.534
Cl -0.043 -0.382 0.447
H 0.029 -1.506 -0.640
H -1.244 0.195 -0.879
H 0.873 0.107 -0.113
H 0.154 -0.483 0.468
H -0.072 -1.400 -0.665
H -0.043 -0.291 0.203
H -0.841 1.892 0.865
H -0.643 1.538 -1.089

Results
- Gap between HOMO and LUMO: 9.1 eV
- DFT total energy: -1257.85308 Ha
- E_HOMO: -8.52 eV
- Largest force on an atom: 4.46 eV Å⁻¹

***

# 6
A cluster of 8 separate species, H16O8 in total, computed with ωB97M-V with the def2-TZVPD basis set.

Last column: Löwdin charge in e.
Geometry (Å):
O1 3.22765 -0.69339 -0.92599  -0.0725
H1 3.61977 -0.98893 -1.77731  0.0599
H2 2.42385 -1.21775 -0.86640  -0.0273
O2 -1.21991 1.93390 1.97020  -0.0600
H3 -0.75110 1.53858 2.74318  0.0776
H4 -1.73028 1.21436 1.56581  0.0103
O3 -1.97647 2.00243 -1.24562  -0.0513
H5 -2.62610 2.38742 -0.63846  0.0472
H6 -1.18507 1.84157 -0.74694  -0.0328
O4 -1.98899 -0.29893 0.41367  -0.0519
H7 -2.15907 -1.22091 0.63140  0.0612
H8 -1.92710 -0.35905 -0.54441  0.0506
O5 1.59472 0.46598 -3.27720  -0.0339
H9 2.27251 0.86774 -3.78901  0.0164
H10 1.91615 0.35170 -2.39576  -0.0222
O6 -0.78808 -1.42880 3.25897  -0.0466
H11 -0.43879 -1.72616 4.08257  0.0234
H12 -0.01453 -1.18265 2.71744  0.0432
O7 0.38179 1.01596 0.00387  -0.0707
H13 0.26746 0.07511 0.08104  -0.0219
H14 -0.11004 1.39870 0.76708  -0.0074
O8 0.69767 -1.77868 -0.81778  -0.0417
H15 0.71011 -2.36489 -0.03689  0.0843
H16 -0.19615 -1.83332 -1.17347  0.0661

Atomic forces in eV per Å
O 0.749 -0.208 -0.992
H -0.251 0.273 0.879
H -0.213 0.061 -0.069
O 0.492 -0.248 0.944
H -0.766 0.381 -0.803
H -0.137 -0.150 0.301
O -1.407 0.283 -0.513
H 0.384 -0.128 -0.207
H 1.006 -0.103 0.351
O -0.178 -1.137 -0.118
H -0.213 -0.021 0.693
H -0.121 0.940 -0.331
O -1.426 -0.621 -0.536
H 0.887 0.538 -0.431
H 0.526 0.137 1.031
O 0.086 0.564 -1.478
H 0.430 -0.343 0.936
H -0.471 -0.149 0.454
O 0.211 0.973 0.267
H 0.021 -0.524 -0.101
H 0.590 -0.097 -0.365
O -0.257 -0.608 0.829
H -0.120 0.243 -0.570
H 0.177 -0.056 -0.171

Results
- Gap between HOMO and LUMO: 10.4 eV
- DFT total energy: -611.49727 Ha
- E_HOMO: -10.70 eV
- Largest force on an atom: 1.64 eV Å⁻¹